No. 1
The following is a quantum chemistry calculation of the ion C4H4ClN4O with charge -1, from the Open Molecules 2025 dataset.

CARTESIAN COORDINATES (ANGSTROEM)
C1 1.854 -0.947 -0.852
C2 0.985 -1.367 0.049
C3 -0.098 -0.589 0.692
Cl1 0.471 -0.354 2.517
N1 -0.483 0.637 0.131
N2 0.134 1.418 -0.832
N3 -0.728 2.236 -1.212
N4 -1.879 2.169 -0.591
C4 -1.818 1.189 0.307
O1 -2.539 0.734 1.164
H1 2.460 -1.553 -1.390
H2 1.584 0.118 -1.147
H3 0.936 -2.422 0.437
H4 -0.879 -1.269 0.728

orbital gap: 7.892 eV
E_HOMO: -4.30 eV
structure (SMILES): C=C[C@@H](Cl)n1nnnc1[O-]
electronic energy: -24742.57619 eV
net charge: -1

***

No. 2
The following is a quantum chemistry calculation of a structure of composition C41H54N2P4PdSi2, from the Open Molecules 2025 dataset.

CARTESIAN COORDINATES (ANGSTROEM)
Pd1 0.263 -1.061 -0.195
C1 1.627 1.114 -4.320
Si1 2.671 1.129 -2.765
C2 3.457 2.834 -2.668
C3 4.076 -0.084 -2.976
N1 1.731 0.694 -1.404
P1 1.030 1.686 -0.376
C4 0.114 0.779 0.734
P2 -1.534 0.625 1.045
N2 -2.076 -0.681 0.270
Si2 -3.077 -1.974 0.802
C5 -4.137 -1.573 2.284
C6 -4.275 -2.368 -0.595
C7 -2.110 -3.531 1.230
C8 -2.559 2.071 0.644
C9 -2.219 3.355 1.072
C10 -3.011 4.441 0.737
C11 -4.170 4.249 -0.009
C12 -4.525 2.973 -0.421
C13 -3.715 1.887 -0.102
C14 -1.741 0.493 2.865
C15 -0.882 -0.366 3.556
C16 -0.994 -0.537 4.924
C17 -1.962 0.168 5.637
C18 -2.814 1.030 4.967
C19 -2.706 1.185 3.586
C20 0.123 2.981 -1.282
C21 0.527 4.311 -1.366
C22 -0.169 5.215 -2.162
C23 -1.268 4.791 -2.893
C24 -1.662 3.459 -2.842
C25 -0.968 2.562 -2.048
C26 2.253 2.587 0.664
C27 3.528 2.044 0.814
C28 4.430 2.578 1.726
C29 4.069 3.669 2.505
C30 2.800 4.215 2.370
C31 1.901 3.674 1.461
H1 2.227 0.928 -5.218
H2 1.125 2.078 -4.445
H3 0.847 0.351 -4.266
H4 4.479 2.809 -3.060
H5 3.516 3.213 -1.646
H6 2.889 3.558 -3.259
H7 4.712 0.205 -3.820
H8 3.723 -1.099 -3.166
H9 4.704 -0.104 -2.079
H10 -4.699 -0.645 2.134
H11 -3.561 -1.473 3.205
H12 -4.862 -2.385 2.421
H13 -5.269 -1.974 -0.361
H14 -4.389 -3.444 -0.765
H15 -3.947 -1.906 -1.529
H16 -2.384 -3.897 2.224
H17 -1.039 -3.311 1.237
H18 -2.276 -4.349 0.521
H19 -1.322 3.501 1.665
H20 -2.732 5.437 1.059
H21 -4.794 5.097 -0.268
H22 -5.427 2.823 -1.001
H23 -3.964 0.887 -0.440
H24 -0.114 -0.894 3.003
H25 -0.322 -1.208 5.445
H26 -2.044 0.047 6.711
H27 -3.571 1.579 5.513
H28 -3.396 1.844 3.072
H29 1.403 4.645 -0.827
H30 0.153 6.247 -2.215
H31 -1.813 5.494 -3.510
H32 -2.515 3.122 -3.418
H33 -1.275 1.523 -2.011
H34 3.808 1.195 0.200
H35 5.419 2.146 1.825
H36 4.771 4.090 3.214
H37 2.506 5.061 2.980
H38 0.906 4.099 1.389
C32 -1.520 -3.182 -2.423
P3 0.109 -2.743 -1.773
C33 1.145 -2.615 -3.254
C34 0.755 -4.277 -1.011
C35 0.528 -5.545 -1.541
C36 1.057 -6.670 -0.929
C37 1.835 -6.531 0.214
C38 2.074 -5.270 0.740
C39 1.533 -4.132 0.141
P4 1.801 -2.442 0.837
C40 1.944 -2.734 2.622
C41 3.521 -2.076 0.361
H39 -1.441 -3.872 -3.265
H40 -2.021 -2.271 -2.751
H41 -2.124 -3.626 -1.633
H42 1.066 -3.531 -3.842
H43 2.177 -2.466 -2.947
H44 0.843 -1.761 -3.859
H45 -0.075 -5.662 -2.435
H46 0.862 -7.653 -1.338
H47 2.251 -7.406 0.699
H48 2.683 -5.183 1.632
H49 2.813 -3.346 2.869
H50 1.037 -3.208 3.000
H51 2.053 -1.762 3.106
H52 4.169 -2.946 0.489
H53 3.886 -1.257 0.984
H54 3.541 -1.739 -0.675

orbital gap: 6.226 eV
E_HOMO: -6.37 eV
electronic energy: -102768.35470 eV
relative energy (zero: lowest compared OMol25 entry of this formula, charge and spin): 30.7 kcal per mole

***

No. 3
The following is a quantum chemistry calculation of a cluster of 3 separate species, C30H46F13NO7 in total, from the Open Molecules 2025 dataset.

CARTESIAN COORDINATES (ANGSTROEM)
C1 -1.348 -2.832 0.176
C2 -2.581 -1.986 0.733
C3 -2.279 -0.501 1.214
F1 -3.518 0.251 1.021
C4 -1.134 0.301 0.444
C5 -0.932 0.188 -1.133
C6 -2.215 -0.176 -1.990
O1 -3.332 0.710 -1.842
C7 -1.772 -0.070 -3.548
F2 -2.955 -0.309 -4.318
F3 -1.360 1.233 -3.908
F4 -0.848 -1.070 -3.895
N1 -1.608 1.739 0.596
C8 -0.434 2.637 0.742
O2 -0.551 3.852 0.458
C9 0.910 1.840 1.227
C10 1.879 2.106 -0.004
C11 3.327 1.438 0.055
C12 3.365 -0.095 -0.497
C13 4.092 1.579 1.449
C14 1.162 2.533 2.640
F5 1.621 1.603 3.625
F6 -0.071 3.020 3.174
F7 1.996 3.673 2.569
C15 0.189 0.395 1.389
O3 1.033 -0.755 1.489
C16 0.800 -1.528 2.679
C17 2.049 -2.493 3.062
C18 1.574 -3.860 3.774
C19 3.238 -1.736 3.815
C20 2.870 -1.091 5.230
C21 3.040 -2.066 6.488
C22 3.944 0.116 5.465
H1 -1.231 -3.782 0.813
H2 -0.377 -2.268 0.024
H3 -1.653 -3.225 -0.866
H4 -3.458 -1.930 -0.010
H5 -3.013 -2.549 1.642
H6 -2.151 -0.538 2.356
H7 -0.126 -0.602 -1.328
H8 -0.513 1.171 -1.561
H9 -2.603 -1.241 -1.870
H10 -4.157 0.201 -1.677
H11 -2.024 2.166 -0.243
H12 2.048 3.246 -0.053
H13 1.433 1.837 -1.030
H14 3.971 2.017 -0.708
H15 2.521 -0.298 -1.232
H16 3.353 -0.823 0.395
H17 4.409 -0.216 -0.965
H18 4.139 2.687 1.732
H19 3.645 0.983 2.305
H20 5.188 1.244 1.327
H21 -0.324 0.564 2.411
H22 0.570 -0.931 3.619
H23 -0.088 -2.252 2.534
H24 2.475 -2.819 2.039
H25 0.476 -4.082 3.567
H26 1.836 -3.921 4.877
H27 2.168 -4.708 3.265
H28 3.762 -0.983 3.118
H29 4.045 -2.536 4.025
H30 1.848 -0.597 5.294
H31 2.150 -2.777 6.648
H32 3.034 -1.385 7.421
H33 4.047 -2.597 6.505
H34 3.515 0.753 6.305
H35 4.967 -0.329 5.696
H36 3.961 0.753 4.509
C23 0.770 -1.461 -6.600
C24 1.688 -2.283 -7.483
O4 3.025 -1.761 -7.445
C25 3.784 -2.157 -6.406
O5 3.410 -2.899 -5.537
C26 5.189 -1.570 -6.519
F8 5.177 -0.267 -6.864
F9 5.923 -2.207 -7.453
F10 5.878 -1.652 -5.368
H37 0.815 -0.405 -6.877
H38 -0.262 -1.807 -6.689
H39 1.069 -1.529 -5.552
H40 1.355 -2.219 -8.521
H41 1.673 -3.340 -7.206
C27 -5.048 4.077 -1.001
C28 -5.654 2.875 -0.304
O6 -7.014 3.144 0.074
C29 -7.940 2.965 -0.887
O7 -7.693 2.605 -2.008
C30 -9.337 3.236 -0.337
F11 -9.386 4.349 0.422
F12 -9.774 2.224 0.441
F13 -10.253 3.397 -1.306
H42 -5.141 4.969 -0.378
H43 -3.992 3.904 -1.218
H44 -5.565 4.288 -1.940
H45 -5.105 2.671 0.618
H46 -5.591 1.976 -0.922

orbital gap: 10.308 eV
E_HOMO: -10.09 eV
structure (SMILES): CC[C@H](F)[C@@]1(C[C@@H](O)C(F)(F)F)NC(=O)[C@@](CC(C)C)(C(F)(F)F)[C@@H]1OC[C@H](C)CC(C)C.CCOC(=O)C(F)(F)F.CCOC(=O)C(F)(F)F
electronic energy: -83002.59836 eV

***

No. 4
The following is a quantum chemistry calculation of a cluster of 9 separate species, C32H88ClN8O12 in total, from the Open Molecules 2025 dataset.

CARTESIAN COORDINATES (ANGSTROEM)
Cl1 1.142 -1.070 -0.985
O1 -0.130 -0.692 -1.611
O2 2.085 0.033 -0.966
O3 0.853 -1.510 0.359
O4 1.740 -2.157 -1.755
C1 2.957 3.909 -2.952
C2 3.083 3.806 -1.430
C3 3.707 5.010 -0.647
O5 5.060 5.278 -0.967
C4 6.016 4.246 -0.643
N1 1.790 3.466 -0.925
H1 3.957 4.027 -3.369
H2 2.467 4.863 -3.143
H3 2.420 3.075 -3.404
H4 3.705 2.970 -1.110
H5 3.630 5.010 0.440
H6 3.067 5.864 -0.869
H7 5.880 3.346 -1.243
H8 5.835 4.053 0.414
H9 7.054 4.452 -0.905
H10 1.568 2.524 -1.216
H11 1.630 3.425 0.071
C5 -1.585 -6.750 1.102
C6 -0.308 -5.894 1.407
C7 -0.449 -4.705 2.319
O6 0.805 -4.101 2.438
C8 0.711 -2.916 3.202
N2 0.716 -6.726 1.964
H12 -2.394 -6.096 0.776
H13 -2.096 -7.100 1.999
H14 -1.405 -7.540 0.372
H15 0.067 -5.509 0.459
H16 -0.794 -5.047 3.295
H17 -1.167 -3.963 1.969
H18 0.359 -3.116 4.214
H19 0.100 -2.118 2.778
H20 1.704 -2.488 3.339
H21 0.323 -7.202 2.763
H22 0.767 -7.518 1.339
C9 -1.918 6.218 -3.519
C10 -1.731 4.959 -4.380
C11 -1.149 3.745 -3.740
O7 -0.924 2.857 -4.787
C12 -0.306 1.661 -4.285
N3 -3.095 4.733 -4.903
H23 -0.957 6.472 -3.073
H24 -2.483 6.128 -2.591
H25 -2.342 6.993 -4.158
H26 -1.016 5.235 -5.154
H27 -1.864 3.285 -3.058
H28 -0.222 3.930 -3.199
H29 -1.005 1.066 -3.697
H30 0.572 1.895 -3.684
H31 0.032 1.024 -5.103
H32 -2.832 3.859 -5.336
H33 -3.408 5.363 -5.628
C13 -2.419 1.051 5.392
C14 -1.264 0.634 4.468
C15 -1.603 0.036 3.095
O8 -2.168 -1.266 3.153
C16 -2.672 -1.564 1.899
N4 -0.616 1.919 4.256
H34 -2.996 1.849 4.925
H35 -2.118 1.349 6.396
H36 -3.111 0.215 5.496
H37 -0.534 -0.044 4.910
H38 -0.671 -0.032 2.534
H39 -2.188 0.780 2.554
H40 -3.160 -2.537 1.954
H41 -1.852 -1.646 1.186
H42 -3.337 -0.868 1.387
H43 -0.486 2.373 5.148
H44 -1.238 2.563 3.789
C17 -2.690 -2.746 -2.824
C18 -2.676 -3.343 -1.404
C19 -4.122 -3.561 -0.798
O9 -4.798 -2.367 -0.551
C20 -5.885 -2.607 0.324
N5 -1.885 -4.534 -1.548
H45 -3.345 -1.877 -2.886
H46 -3.173 -3.462 -3.489
H47 -1.677 -2.526 -3.162
H48 -2.195 -2.589 -0.782
H49 -3.975 -4.164 0.098
H50 -4.647 -4.145 -1.554
H51 -5.483 -2.943 1.279
H52 -6.554 -3.284 -0.208
H53 -6.441 -1.691 0.527
H54 -2.039 -4.960 -2.451
H55 -0.913 -4.283 -1.657
C21 2.682 0.408 3.255
C22 2.797 1.761 2.508
C23 4.079 1.881 1.598
O10 5.288 1.904 2.323
C24 5.470 3.079 3.241
N6 1.549 1.999 1.775
H56 2.533 -0.344 2.481
H57 1.723 0.362 3.772
H58 3.501 0.146 3.925
H59 2.823 2.542 3.268
H60 4.021 2.751 0.943
H61 4.106 1.084 0.855
H62 4.945 2.958 4.188
H63 5.140 4.054 2.883
H64 6.546 3.151 3.403
H65 1.226 1.209 1.235
H66 0.896 1.977 2.545
C25 -6.070 3.052 -4.252
C26 -5.469 3.014 -2.835
C27 -4.520 1.783 -2.590
O11 -3.955 1.988 -1.296
C28 -3.002 1.033 -0.888
N7 -4.689 4.207 -2.524
H67 -6.465 4.049 -4.448
H68 -6.859 2.314 -4.392
H69 -5.353 2.954 -5.067
H70 -6.321 2.899 -2.164
H71 -3.794 1.735 -3.402
H72 -5.063 0.841 -2.514
H73 -3.354 0.015 -1.056
H74 -2.805 1.049 0.184
H75 -2.005 1.208 -1.294
H76 -4.024 3.975 -1.800
H77 -4.131 4.449 -3.330
C29 4.672 -4.049 -0.922
C30 4.220 -4.495 0.410
C31 4.531 -3.457 1.494
O12 3.923 -3.812 2.711
C32 4.632 -3.248 3.824
N8 2.776 -4.780 0.313
H78 4.393 -4.738 -1.718
H79 5.761 -4.091 -0.893
H80 4.392 -3.033 -1.203
H81 4.713 -5.435 0.660
H82 4.171 -2.466 1.217
H83 5.608 -3.401 1.653
H84 4.016 -3.364 4.715
H85 4.758 -2.171 3.714
H86 5.583 -3.742 4.024
H87 2.727 -5.512 -0.380
H88 2.391 -3.991 -0.186

⟨S²⟩: 0.755
orbital gap (spin up / spin down): 7.599 / 2.382 eV
E_HOMO (spin up / spin down): -7.61 / -7.61 eV
electronic energy: -83607.19328 eV
multiplicity: 2

***

> electronic energy of number 2 (C41H54N2P4PdSi2)?

-102768.35470 eV